Molecular formula: C5H7NO
Method: DFT, ωB97M-V/def2-TZVPD

```
14
Properties=species:S:1:pos:R:3:forces:R:3:nbo_charge:R:1
O 0.256 3.215 -0.553 -0.4 -0.1 0.2 -0.3782
N -0.250 2.207 -0.139 -0.3 -0.5 0.2 0.1974
C 2.093 0.604 -0.346 -0.2 -0.4 0.2 0.0231
C -0.752 1.222 0.257 0.5 0.7 -0.3 0.1382
C -0.297 -0.191 0.451 0.1 0.0 0.1 -0.2811
C 0.942 -0.311 -0.471 0.1 0.2 -0.1 -0.6033
C -1.353 -1.255 0.160 0.0 0.0 0.0 -0.5988
H -0.903 -2.245 0.296 -0.1 0.1 0.0 0.2137
H -2.212 -1.177 0.833 0.1 0.0 -0.1 0.2247
H -1.716 -1.185 -0.871 0.1 0.0 0.1 0.2154
H 2.049 1.047 0.676 0.0 0.0 -0.2 0.0868
H 0.018 -0.277 1.500 0.0 0.0 -0.2 0.2322
H 0.619 -0.403 -1.518 0.1 -0.1 0.1 0.2393
H 1.507 -1.250 -0.275 0.0 0.0 0.0 0.2907
```
Forces are in eV/Å.

* electronic energy: -324.46169 Ha
* molecular weight: 97.12 g/mol
* energy above the lowest of the compared OMol25 structures with the same formula, charge and spin: 7.151 eV
* HOMO level: -9.0 eV

***

Molecular formula: C6H10N2
Method: DFT, ωB97M-V/def2-TZVPD

```
18
Properties=species:S:1:pos:R:3:forces:R:3:nbo_charge:R:1
N -0.587 2.576 -0.363 -0.1 0.7 0.0 -0.5822
N 0.514 0.627 2.605 1.1 0.3 0.7 -0.6081
C -0.152 0.249 1.634 -2.1 -1.1 -1.1 0.3575
C -1.221 -0.645 0.963 0.7 0.1 1.1 -0.4976
C 0.714 -1.121 -1.788 0.1 0.0 0.1 -0.6108
C -0.763 1.356 -0.594 -0.1 -0.4 0.1 0.1498
C -0.230 0.194 0.181 1.8 0.5 -0.2 -0.2192
C 1.033 -0.467 -0.451 -1.0 0.2 -0.1 -0.3615
H 1.792 0.308 -0.572 0.0 0.0 0.1 0.2171
H -0.028 2.768 0.470 0.1 -0.3 0.0 0.3417
H 1.606 -1.607 -2.181 0.0 -0.1 -0.1 0.2157
H -1.381 1.098 -1.450 -0.1 -0.1 -0.2 0.1654
H 0.371 -0.388 -2.521 0.0 -0.1 0.0 0.2070
H -2.256 -0.329 0.927 0.0 0.2 0.2 0.2361
H 1.416 -1.217 0.241 0.0 0.0 0.1 0.2087
H -1.084 -1.714 1.053 0.0 -0.1 -0.2 0.2244
H 0.319 0.187 3.506 -0.5 0.2 -0.3 0.3513
H -0.065 -1.874 -1.662 0.0 0.0 -0.1 0.2048
```
Forces are in eV/Å.

* electronic energy: -344.04812 Ha
* molecular weight: 110.16 g/mol
* SMILES: [H]/N=C\[C@]1(CC)C/C1=N\[H]
* energy above the lowest of the compared OMol25 structures with the same formula, charge and spin: 2.411 eV
* HOMO level: -9.1 eV

***

Molecular formula: C3H9NO
Method: DFT, ωB97M-V/def2-TZVPD

```
14
Properties=species:S:1:pos:R:3:forces:R:3:nbo_charge:R:1
O 3.172 -0.114 0.833 -0.5 0.0 0.0 -0.9770
N -2.984 1.264 0.459 0.8 -1.7 -0.1 -0.9713
C 1.186 -0.968 -0.664 -1.0 -0.5 -1.1 -0.6230
C 0.384 0.098 0.010 -0.8 1.0 1.0 -0.0818
C -0.914 0.060 -0.306 3.6 -2.6 -0.1 -0.1577
H 1.186 -0.867 -1.754 0.3 -0.2 0.1 0.2451
H -1.880 0.736 -0.018 -3.3 3.1 0.8 0.2692
H -3.798 0.747 0.177 0.2 -0.5 -0.4 0.3648
H 4.127 -0.207 0.958 -0.2 -0.2 -0.4 0.4435
H 0.841 -1.954 -0.348 -0.1 0.0 -0.3 0.2286
H 2.243 -0.778 -0.283 1.0 0.5 0.8 0.3554
H -1.318 -0.918 -0.556 -0.7 0.0 -0.1 0.2372
H 0.973 0.734 0.663 -0.4 0.4 -0.2 0.2796
H -3.219 2.166 0.831 1.1 0.5 -0.1 0.3874
```
Forces are in eV/Å.

* electronic energy: -249.34587 Ha
* molecular weight: 75.11 g/mol
* energy above the lowest of the compared OMol25 structures with the same formula, charge and spin: 10.009 eV
* HOMO level: -8.3 eV

***

Molecular formula: C28H61BCaF4N3Na2NbO13S2
Method: DFT, ωB97M-V/def2-TZVPD

```
116
Properties=species:S:1:pos:R:3:forces:R:3:mulliken_charge:R:1
Nb -1.519 -0.273 -2.775 4.5 -2.7 -1.9 -1.1118
Ca -2.820 2.157 0.439 -2.3 5.6 -0.5 1.0561
S 6.325 1.936 -2.656 -0.8 -1.5 0.5 -0.1374
S 3.334 2.042 -2.281 1.1 -0.9 -0.8 0.0422
Na -6.928 -4.530 -1.345 0.0 -0.7 -2.5 1.0276
Na -4.351 1.986 -3.118 -0.1 1.8 -2.2 0.8755
F 7.006 -0.504 0.904 -1.1 -0.3 -0.5 -0.8970
F -0.257 2.561 1.785 -0.4 -0.1 0.5 -0.3486
F 1.202 0.970 1.544 -0.5 0.5 0.7 -0.1764
F -0.676 0.536 2.473 -0.1 0.1 0.6 -0.3844
O -8.790 -4.121 2.201 0.8 0.1 -0.8 -0.4745
O -7.288 -4.187 0.491 0.1 0.7 1.6 -0.5368
O -4.200 5.017 -0.164 0.3 -3.1 0.4 -0.6938
O -9.362 -4.762 0.103 2.1 0.6 0.1 -0.3123
O -0.468 2.154 -0.819 -1.6 0.6 -0.4 0.8169
O -1.268 2.949 -3.144 0.8 -0.7 3.2 -0.5623
O -2.468 0.322 0.879 -0.4 -4.4 0.7 -0.0607
O -13.686 -5.818 1.929 0.2 -0.1 -0.3 -0.6386
O 2.032 2.451 3.617 -1.5 -0.6 -0.7 -0.2779
O -13.234 -3.706 1.829 0.3 0.4 -0.3 -0.6642
O -13.916 -4.581 3.682 0.0 0.0 -0.2 -0.6311
O 0.347 1.550 4.816 -0.3 -0.3 -1.1 -0.5573
O 1.099 -1.647 5.849 0.1 0.2 -0.2 -0.6529
N 4.463 -0.148 -3.510 -0.2 1.0 0.7 0.4063
N -13.615 -4.702 2.483 -0.2 -0.2 0.6 0.9692
N 8.684 0.801 1.997 -0.5 1.0 3.6 -0.3977
C 0.618 4.642 -2.678 -0.1 0.9 0.2 -0.8739
C 2.675 2.875 4.833 0.7 0.2 0.9 -0.2484
C 6.549 1.801 -0.789 -0.9 0.7 1.7 -0.2691
C 4.184 -1.213 -2.533 1.4 -1.3 1.3 -0.2806
C 5.759 2.967 0.005 -0.1 -0.1 0.3 0.0451
C 4.911 -2.631 -2.836 -0.6 -0.5 1.1 -0.2674
C -3.820 -0.178 0.597 -1.1 -2.1 0.1 -0.8738
C 4.948 -3.394 -1.392 -0.2 0.8 0.4 -0.5950
C -3.700 0.008 -2.138 -2.2 -0.2 2.2 -1.1216
C 1.125 -0.498 -4.712 -0.8 -1.9 -0.6 -0.4809
C 4.633 1.168 -2.882 -0.6 0.3 0.8 -0.4925
C 3.474 1.739 5.439 -0.1 -0.4 -0.2 -0.9758
C -6.242 -3.760 1.376 0.7 0.0 1.0 0.2377
C 8.317 0.969 3.105 0.9 -0.3 -2.3 0.3880
C 0.868 1.798 3.758 1.6 1.2 1.7 0.0388
C -5.778 -4.899 2.265 -0.2 -0.2 0.1 -1.2542
C 2.563 -1.201 -5.013 -0.9 1.0 -1.0 -0.4169
C -0.946 4.292 -2.662 0.3 2.1 -0.1 0.2156
C 7.844 1.183 4.510 0.2 -0.3 -1.0 -0.7639
C -8.517 -4.324 1.053 -2.5 -0.7 0.8 0.6685
C 6.288 -3.096 -0.553 -0.4 -0.5 -0.4 -0.7263
C -4.008 6.325 -0.401 0.7 2.1 -0.5 -0.7071
C -10.686 -5.058 0.588 -1.4 -0.3 0.4 -0.6799
C 3.720 -0.147 -4.774 0.2 0.7 -1.7 -0.6940
C 6.539 3.537 1.289 -0.5 0.4 0.1 -0.7429
C 0.286 1.455 2.391 1.3 -0.6 -1.5 1.3646
C 0.692 -0.599 -3.174 0.0 1.7 0.5 -0.1538
C -3.964 -0.956 -0.821 -0.2 0.2 -0.1 -0.0211
B -1.025 1.926 -2.160 -0.6 1.7 -1.5 0.4958
H -1.142 2.479 -0.183 3.4 0.6 -1.6 -0.1945
H 4.689 -4.508 -1.481 0.6 1.5 0.0 0.3709
H 1.179 4.197 -3.578 -1.0 0.4 1.5 0.1682
H -6.560 -2.894 1.961 -0.2 -0.2 -0.1 0.3133
H 7.674 3.486 1.220 -1.5 0.0 -0.1 0.3369
H 5.498 3.872 -0.659 0.4 -1.6 0.8 0.2756
H -3.924 1.098 -1.783 0.2 -2.5 1.0 -0.3053
H 0.691 5.785 -2.812 -0.1 -1.7 0.2 0.4283
H 5.964 -2.501 -3.267 -1.6 -0.1 0.6 0.3191
H 0.891 -0.735 5.612 -0.1 0.0 0.1 0.3162
H -1.431 4.455 -1.623 0.9 -0.2 -1.5 -0.0823
H -6.575 -5.230 2.935 0.1 0.2 0.0 0.3579
H 1.944 3.277 5.541 -0.1 -0.2 -0.2 0.3206
H 6.411 -1.967 -0.322 0.1 -1.6 -0.1 0.1193
H -4.478 -0.265 -2.976 1.3 0.4 1.5 0.5036
H -1.467 5.052 -3.357 0.7 -1.5 1.0 0.3083
H 4.625 -0.873 -1.519 -0.6 -0.5 -1.6 0.3324
H 7.176 -3.508 -1.147 -1.1 0.7 0.8 0.2454
H 7.219 2.076 4.559 0.1 0.0 0.0 0.2011
H -1.843 -0.417 1.079 -0.4 0.6 -0.6 0.2855
H 2.013 -1.762 5.558 -0.1 -0.1 0.1 0.3411
H -5.491 -5.765 1.663 0.1 0.1 0.0 0.3091
H -1.868 0.302 -4.459 -0.9 0.5 -0.2 -0.0662
H 0.362 -1.129 -5.314 1.1 1.0 0.8 0.3134
H 1.152 4.424 -1.681 -0.8 -0.1 -1.7 0.1677
H -10.658 -5.941 1.230 0.1 0.2 0.0 0.3302
H -5.008 -1.457 -0.863 1.4 1.1 0.3 0.1298
H -11.319 -5.276 -0.272 0.3 0.1 0.0 0.2566
H -4.895 6.916 -0.696 -0.4 -0.5 0.0 0.2538
H -1.825 -1.982 -3.353 -0.9 -0.4 -0.2 -0.0380
H 4.478 -0.250 -5.645 -1.1 0.0 1.3 0.2589
H 1.072 0.550 -5.161 0.2 -1.3 0.9 0.1949
H 4.027 2.080 6.316 -0.1 0.0 -0.1 0.3985
H 3.087 -1.454 -2.328 1.2 0.7 -0.5 -0.2534
H 4.781 2.487 0.382 1.3 1.0 -0.7 -0.0681
H 6.228 2.998 2.245 0.5 0.5 -1.3 -0.1253
H 4.081 -2.931 -0.776 1.1 -0.8 -0.9 0.2090
H 6.156 0.800 -0.378 1.2 1.1 -0.7 -0.0397
H -3.615 6.935 0.435 0.1 -0.4 0.4 0.2439
H 6.252 -3.669 0.446 0.0 1.0 -1.5 0.2840
H 2.529 -1.404 -6.154 0.2 0.4 1.8 0.3686
H 3.345 3.693 4.564 -0.2 -0.1 -0.3 0.3843
H 4.276 -3.308 -3.519 1.0 1.2 0.7 0.2360
H 4.181 1.335 4.709 0.0 0.2 0.1 0.2945
H 1.240 0.266 -2.626 -0.3 -1.6 -0.5 -0.0637
H 2.669 -2.227 -4.537 -0.1 1.5 -0.3 0.1876
H -1.199 -0.878 -1.056 -0.3 0.1 0.6 -0.1208
H 7.651 1.880 -0.482 -1.4 -0.4 -1.1 0.4326
H -3.204 -1.818 -0.824 -1.1 1.4 0.1 0.4202
H -5.409 -3.434 0.744 -0.2 0.0 -0.2 0.0014
H -4.074 -0.901 1.462 0.2 1.3 -1.4 0.2660
H 8.700 1.311 5.175 -0.1 0.0 -0.1 0.3277
H -11.113 -4.207 1.122 0.0 -0.2 0.0 0.3375
H -4.556 0.730 0.719 1.0 -1.6 -0.4 0.5808
H 2.823 0.915 5.740 0.0 0.1 0.1 0.1995
H -4.927 -4.591 2.874 0.0 0.0 -0.1 0.3882
H 6.212 4.637 1.410 0.7 -1.6 -0.1 0.3058
H 0.976 -1.613 -2.732 -0.4 1.3 -0.4 0.5284
H 7.261 0.322 4.842 0.0 0.0 -0.1 0.2321
H -3.298 6.594 -1.208 0.2 -0.4 -0.2 0.1639
H 3.264 0.907 -4.922 0.6 -1.7 0.2 0.3155
```
Forces are in eV/Å.

* electronic energy: -4524.83970 Ha
* molecular weight: 977.71 g/mol
* HOMO level: -6.2 eV

***

Molecular formula: C22H24N2O2
Method: DFT, ωB97M-V/def2-TZVPD

```
50
Properties=species:S:1:pos:R:3:forces:R:3:nbo_charge:R:1
O -1.989 -3.297 0.154 -0.2 -0.3 0.1 -0.6383
O 0.163 2.479 -0.573 -0.2 0.1 0.0 -0.6360
N 2.335 2.060 -0.158 0.0 0.4 0.0 -0.5770
N -0.916 -1.349 -0.182 0.3 0.2 0.2 -0.4502
C -4.682 2.857 -0.870 0.0 0.0 0.1 -0.6311
C 0.903 0.218 -0.681 0.1 -0.4 -0.1 -0.1362
C -1.419 0.116 1.765 0.1 -0.1 -0.1 -0.4361
C 3.257 -0.143 -0.195 0.3 0.4 0.1 -0.1620
C 5.744 0.894 0.484 -0.2 0.0 -0.1 -0.1658
C 4.677 1.749 0.336 0.0 0.0 0.0 -0.2621
C -1.977 -2.478 -2.083 -0.1 -0.2 0.2 -0.7147
C -5.033 -0.510 0.821 -0.1 -0.1 0.0 -0.1986
C -5.326 0.625 0.086 0.0 0.1 0.0 -0.2221
C -2.803 0.296 1.203 0.0 0.1 0.1 -0.0230
C -1.637 -2.417 -0.609 0.0 -0.2 -0.4 0.6982
C 4.363 -0.987 -0.036 0.1 0.3 0.0 -0.1580
C -3.111 1.434 0.469 -0.1 0.0 0.0 -0.1900
C -3.779 -0.677 1.380 0.0 0.0 0.0 -0.2238
C 3.421 1.241 -0.005 0.3 -0.7 0.0 0.2578
C 1.060 1.657 -0.480 0.2 0.1 0.0 0.6285
C 1.957 -0.617 -0.544 -0.4 0.4 -0.1 -0.0606
C 5.602 -0.487 0.301 -0.1 -0.1 0.0 -0.0436
C -0.477 -0.265 -1.038 -0.2 0.2 -0.2 -0.2584
C -4.367 1.613 -0.094 0.0 0.0 0.0 -0.0174
C 6.789 -1.384 0.476 0.0 0.0 0.0 -0.6229
C -0.751 -1.168 1.250 -0.1 -0.1 0.4 -0.2264
H 6.528 -2.419 0.273 0.0 -0.1 0.0 0.2164
H -1.463 0.053 2.855 0.1 0.0 0.0 0.2247
H -1.082 -2.578 -2.693 0.1 0.1 -0.1 0.2211
H 6.712 1.291 0.748 0.1 0.1 0.0 0.2135
H -5.187 3.579 -0.227 0.0 0.1 0.0 0.2187
H -6.308 0.747 -0.351 -0.1 0.0 -0.1 0.2046
H 1.823 -1.680 -0.692 -0.1 -0.1 0.0 0.2140
H 0.314 -1.155 1.506 -0.1 0.0 0.0 0.1954
H -0.810 0.983 1.505 0.0 0.1 0.1 0.2119
H -3.771 3.318 -1.245 0.0 0.1 -0.1 0.2187
H 2.458 3.056 -0.017 -0.1 -0.2 0.0 0.4142
H -5.341 2.637 -1.707 0.0 0.0 -0.1 0.2137
H -3.557 -1.570 1.944 0.0 -0.1 0.0 0.2183
H -0.463 -0.605 -2.074 -0.1 0.1 0.1 0.2274
H -2.526 -1.589 -2.385 0.0 0.1 -0.1 0.2296
H -1.165 0.586 -0.969 0.1 -0.1 -0.1 0.2409
H 4.226 -2.049 -0.183 0.0 -0.1 0.0 0.2109
H -5.785 -1.274 0.955 -0.1 -0.1 0.0 0.2116
H 7.592 -1.087 -0.197 0.1 -0.1 0.0 0.2195
H -1.207 -2.045 1.713 0.2 0.2 0.0 0.2493
H 7.167 -1.315 1.496 0.1 -0.1 0.0 0.2201
H -2.603 -3.353 -2.240 0.0 0.0 0.0 0.2444
H -2.356 2.196 0.329 0.1 0.1 0.0 0.2178
H 4.800 2.812 0.480 0.0 0.1 0.0 0.2133
```
Forces are in eV/Å.

* electronic energy: -1112.79384 Ha
* molecular weight: 348.45 g/mol
* SMILES: CC(=O)N(CCc1cccc(C)c1)Cc1cc2cc(C)ccc2[nH]c1=O
* energy above the lowest of the compared OMol25 structures with the same formula, charge and spin: 0.000 eV
* HOMO level: -8.5 eV